1.
{"formula": "C10H20Cl10", "method": "the ωB97M-V functional and the def2-TZVPD basis", "mol_weight_g_mol": 494.8, "total_charge": 0, "e_homo_ev": -10.66, "e_above_lowest_kcal_mol": 18.46, "smiles": "ClCCCl.ClCCCl.ClCCCl.ClCCCl.ClCCCl", "species": ["Cl", "Cl", "Cl", "Cl", "Cl", "Cl", "Cl", "Cl", "Cl", "Cl", "C", "C", "C", "C", "C", "C", "C", "C", "C", "C", "H", "H", "H", "H", "H", "H", "H", "H", "H", "H", "H", "H", "H", "H", "H", "H", "H", "H", "H", "H"], "coordinates": [[2.028, 0.998, 1.579], [4.071, 6.521, 1.781], [5.412, -1.900, -1.826], [-5.848, -2.339, 2.998], [2.232, -1.374, -1.723], [-5.122, -4.823, 0.729], [-1.935, -0.760, 0.887], [5.002, 3.682, 2.901], [-0.783, 0.726, -3.945], [-3.591, 2.406, -3.350], [-2.059, 0.261, -2.817], [4.519, 5.173, 0.631], [4.304, -3.052, -0.982], [-2.544, 1.564, -2.172], [-5.676, -2.237, 1.231], [-6.212, -3.484, 0.550], [0.240, 0.602, 1.719], [-0.154, -0.707, 1.052], [3.028, -2.283, -0.409], [4.362, 3.780, 1.241], [-7.238, -3.757, 0.797], [-0.360, 1.443, 1.372], [4.910, -3.557, -0.230], [4.886, 3.020, 0.660], [-2.994, 1.408, -1.191], [0.038, 0.495, 2.785], [-2.837, -0.282, -3.353], [2.305, -3.038, -0.102], [0.191, -1.494, 1.723], [0.245, -0.774, 0.039], [5.556, 5.336, 0.334], [3.852, 5.346, -0.213], [-1.611, -0.466, -2.140], [-6.192, -3.328, -0.528], [3.964, -3.821, -1.676], [3.189, -1.619, 0.441], [3.307, 3.511, 1.281], [-4.627, -2.067, 0.990], [-1.699, 2.215, -1.949], [-6.157, -1.323, 0.885]], "mulliken_charge": [-0.19, -0.19, -0.19, -0.19, -0.17, -0.18, -0.17, -0.18, -0.19, -0.19, -0.27, -0.42, -0.49, -0.37, -0.13, -0.42, -0.54, 0.04, -0.38, -0.29, 0.35, 0.32, 0.37, 0.33, 0.25, 0.34, 0.36, 0.29, 0.32, -0.12, 0.29, 0.30, 0.10, 0.25, 0.30, 0.27, 0.14, 0.02, 0.31, 0.31]}


2.
{"formula": "C28H72N4O12", "method": "the ωB97M-V functional and the def2-TZVPD basis", "mol_weight_g_mol": 656.9, "total_charge": 0, "e_homo_ev": -8.38, "e_above_lowest_kcal_mol": 131.00, "smiles": "COCCNCCOC.COCCNCCOC.COCCNCCOC.COCCNCCOC.OCCO.OCCO", "species": ["O", "O", "O", "O", "O", "O", "O", "O", "O", "O", "O", "O", "N", "N", "N", "N", "C", "C", "C", "C", "C", "C", "C", "C", "C", "C", "C", "C", "C", "C", "C", "C", "C", "C", "C", "C", "C", "C", "C", "C", "C", "C", "C", "C", "H", "H", "H", "H", "H", "H", "H", "H", "H", "H", "H", "H", "H", "H", "H", "H", "H", "H", "H", "H", "H", "H", "H", "H", "H", "H", "H", "H", "H", "H", "H", "H", "H", "H", "H", "H", "H", "H", "H", "H", "H", "H", "H", "H", "H", "H", "H", "H", "H", "H", "H", "H", "H", "H", "H", "H", "H", "H", "H", "H", "H", "H", "H", "H", "H", "H", "H", "H", "H", "H", "H", "H"], "coordinates": [[-3.603, 5.686, -3.084], [5.898, -7.590, 0.619], [0.187, 3.836, -0.256], [-4.442, 5.214, 3.276], [2.120, -4.878, 0.549], [-4.240, -3.171, -1.190], [1.806, -1.482, 1.934], [-4.719, 0.966, -0.757], [3.142, 3.284, 3.035], [-3.187, -5.490, 0.601], [0.632, -1.613, -0.459], [5.277, -1.174, -1.058], [3.497, 1.492, 0.540], [-6.121, 3.060, -3.082], [3.117, -7.798, -0.099], [-1.689, 5.858, 2.239], [4.136, -8.670, -0.646], [-4.407, 0.535, 0.517], [-0.569, 5.455, 1.343], [4.283, 4.060, 3.511], [-3.959, 6.570, 2.684], [2.516, -6.808, -0.935], [-4.783, 3.661, -2.801], [-2.446, 5.301, -3.873], [3.675, 2.951, 0.536], [1.539, -5.949, -0.069], [-2.487, -4.222, 0.188], [2.756, 3.539, 1.697], [-2.900, -3.618, -1.217], [-4.822, 5.061, -3.479], [2.666, -5.156, 1.856], [0.669, -0.652, 1.571], [5.357, -2.551, -1.121], [-6.431, 1.826, -2.448], [-1.022, 4.236, 0.487], [7.037, -6.744, 0.854], [-6.080, 1.420, -0.964], [4.062, 0.875, -0.687], [-2.882, 6.365, 1.585], [-0.241, -1.378, 0.556], [0.179, 2.457, -0.790], [-4.972, 4.388, 2.229], [4.173, -0.660, -0.362], [5.505, -7.868, -0.773], [-4.276, 4.299, 1.395], [-2.245, -2.826, -1.580], [3.211, -6.283, -1.590], [-2.706, -4.465, -1.876], [1.845, -7.306, -1.634], [6.892, -5.665, 0.893], [-7.512, 1.707, -2.524], [-2.510, 5.900, -4.781], [6.241, -8.415, -1.362], [5.282, -2.933, -0.103], [4.311, -0.785, 0.713], [4.091, 5.080, 3.176], [-5.692, 4.957, 1.640], [1.852, 2.947, 1.553], [-4.628, 3.648, -1.723], [-5.911, 1.050, -3.010], [-0.325, 2.384, -1.753], [-6.483, 3.008, -4.023], [4.514, -2.922, -1.704], [4.538, 3.958, 4.565], [7.424, -7.123, 1.800], [-1.898, 4.287, -0.160], [3.406, 1.054, -1.539], [-4.869, 1.126, 1.308], [3.956, 1.021, 1.306], [-4.053, -5.542, 0.189], [-1.886, 5.025, 2.776], [-5.686, 5.575, -3.057], [-2.378, 4.240, -4.114], [2.709, -4.149, 2.270], [1.213, 2.131, -0.901], [-0.020, -0.377, 2.370], [-4.761, -0.487, 0.646], [-2.743, 7.338, 1.114], [-0.780, -2.246, 0.937], [-6.884, 0.734, -0.699], [-2.606, -3.460, 0.959], [0.281, 5.152, 1.953], [-6.178, 2.402, -0.503], [0.776, -5.489, -0.697], [-4.421, -3.019, -2.121], [7.774, -7.080, 0.125], [-1.099, -0.844, 0.147], [4.659, 3.414, 0.473], [3.189, 3.341, -0.358], [5.166, -7.001, -1.342], [-4.757, 5.112, -4.566], [-3.244, 5.818, 0.714], [-3.332, 0.594, 0.687], [3.260, -1.227, -0.543], [-5.437, 3.489, 2.632], [3.420, -7.326, 0.741], [-1.095, 3.321, 1.074], [-3.601, 7.239, 3.466], [5.107, 3.823, 2.839], [4.390, -9.533, -0.030], [-0.251, 1.716, -0.116], [-1.439, -4.501, 0.082], [1.143, 0.240, 1.162], [6.250, -2.936, -1.614], [1.610, -2.290, 2.415], [3.700, -5.438, 1.658], [3.853, -9.127, -1.594], [0.809, -6.500, 0.524], [1.351, -2.119, -0.074], [5.034, 1.166, -1.085], [-4.131, 2.914, -3.253], [-1.532, 5.525, -3.323], [2.795, 4.582, 1.382], [-0.224, 6.303, 0.751], [2.124, -5.928, 2.404], [-4.810, 7.102, 2.260]], "mulliken_charge": [-0.37, -0.32, -0.42, -0.43, -0.01, -0.50, -0.54, -0.17, -0.44, -0.56, -0.55, -0.46, 0.04, -0.39, -0.26, -0.33, -0.92, -0.53, -0.71, -0.80, -0.68, -0.53, 0.02, -0.77, -1.21, -0.69, 0.09, -0.04, -0.52, -0.42, -0.65, 0.13, -0.74, -0.85, 0.14, -0.73, -0.62, -0.60, -0.16, 0.02, -0.15, -0.59, 0.09, -0.36, 0.10, 0.40, 0.24, 0.41, 0.34, 0.20, 0.44, 0.32, 0.47, 0.31, 0.32, 0.33, 0.41, -0.08, -0.13, 0.34, 0.45, 0.25, 0.32, 0.28, 0.27, 0.09, 0.30, 0.24, 0.25, 0.33, 0.30, 0.32, 0.33, 0.07, -0.29, 0.45, 0.33, 0.33, -0.11, 0.43, 0.22, 0.18, 0.27, 0.23, 0.28, 0.34, 0.20, 0.56, 0.43, 0.23, 0.33, 0.05, 0.06, -0.20, 0.32, 0.25, 0.25, 0.34, 0.29, 0.31, 0.08, -0.10, -0.26, 0.32, 0.26, 0.17, 0.46, 0.52, 0.20, 0.34, 0.30, 0.25, 0.53, 0.30, 0.36, 0.39]}


3.
{"formula": "C22H26N4O3S", "method": "the ωB97M-V functional and the def2-TZVPD basis", "mol_weight_g_mol": 426.5, "total_charge": 0, "e_homo_ev": -8.34, "e_above_lowest_kcal_mol": 61.22, "smiles": "CCn1c(CNC(=O)Cc2ccc(OC)cc2)nnc1SCCOc1ccccc1", "species": ["S", "O", "O", "O", "N", "N", "N", "N", "C", "C", "C", "C", "C", "C", "C", "C", "C", "C", "C", "C", "C", "C", "C", "C", "C", "C", "C", "C", "C", "C", "H", "H", "H", "H", "H", "H", "H", "H", "H", "H", "H", "H", "H", "H", "H", "H", "H", "H", "H", "H", "H", "H", "H", "H", "H", "H"], "coordinates": [[-0.068, -2.762, -0.822], [-4.968, 0.621, -1.079], [1.871, 1.774, -0.192], [2.883, -1.692, -0.401], [-4.068, 0.960, 0.964], [-0.796, -1.641, 1.552], [-1.884, -1.072, 2.093], [-2.396, -1.644, 0.041], [2.684, 2.612, 0.593], [-3.110, -1.954, -1.173], [0.541, 2.045, -0.256], [-2.841, -1.079, 1.206], [3.929, -0.842, -0.220], [-0.107, 3.029, 0.481], [-3.699, 2.644, -0.709], [-4.329, 1.318, -0.318], [5.490, 0.446, 1.073], [-1.106, -1.982, 0.328], [6.147, 0.837, -0.079], [2.175, -2.149, 0.729], [4.589, -0.439, -1.382], [-2.208, 2.475, -0.572], [5.685, 0.393, -1.309], [-3.677, -3.369, -1.124], [-1.470, 3.228, 0.326], [-4.166, -0.423, 1.395], [4.382, -0.385, 1.012], [-0.203, 1.265, -1.147], [1.265, -3.284, 0.298], [-1.553, 1.486, -1.304], [-4.219, -3.575, -2.042], [5.836, 0.791, 2.036], [-4.060, 3.443, -0.059], [2.589, 3.659, 0.288], [-4.360, -3.479, -0.284], [6.186, 0.698, -2.216], [-3.416, 1.526, 1.487], [-2.404, -1.864, -2.003], [-3.980, 2.867, -1.739], [-4.433, -0.454, 2.453], [-3.913, -1.225, -1.308], [4.219, -0.797, -2.330], [2.867, -2.546, 1.485], [-1.956, 3.995, 0.912], [3.880, -0.657, 1.927], [3.705, 2.276, 0.421], [0.431, 3.643, 1.185], [1.828, -4.029, -0.265], [0.793, -3.734, 1.169], [-4.941, -0.903, 0.795], [1.580, -1.343, 1.176], [-2.117, 0.888, -2.005], [2.447, 2.519, 1.658], [7.010, 1.484, -0.021], [-2.874, -4.095, -1.021], [0.309, 0.497, -1.705]], "mulliken_charge": [-0.19, -0.68, -0.28, -0.30, -0.10, -0.20, -1.06, 0.92, -0.83, -0.74, 0.62, 0.90, 0.57, -0.37, -1.05, 0.53, -0.74, 0.15, -0.52, -0.53, -0.39, -0.04, -0.45, -1.28, -0.69, -1.25, -0.20, -0.49, -1.08, -0.10, 0.43, 0.35, 0.34, 0.45, 0.30, 0.38, 0.35, 0.51, 0.33, 0.36, 0.29, 0.41, 0.41, 0.32, 0.37, 0.00, 0.47, 0.52, 0.47, 0.38, 0.50, 0.43, 0.37, 0.39, 0.29, 0.45]}


4.
{"formula": "C20H24BrNO4", "method": "the ωB97M-V functional and the def2-TZVPD basis", "mol_weight_g_mol": 422.3, "total_charge": 0, "e_homo_ev": -8.89, "e_above_lowest_kcal_mol": 64.02, "smiles": "C#CCNC(=O)C1=C[C@H](c2ccc(Br)cc2)[C@@H](CCCO)[C@H](OCC)O1", "species": ["Br", "O", "O", "O", "O", "N", "C", "C", "C", "C", "C", "C", "C", "C", "C", "C", "C", "C", "C", "C", "C", "C", "C", "C", "C", "C", "H", "H", "H", "H", "H", "H", "H", "H", "H", "H", "H", "H", "H", "H", "H", "H", "H", "H", "H", "H", "H", "H", "H", "H"], "coordinates": [[2.277, 1.831, 5.071], [-0.943, -4.040, -0.414], [-1.544, -1.005, -2.128], [2.953, 2.305, -4.166], [-1.830, 1.070, -3.018], [-2.601, -3.362, -1.801], [0.228, 2.301, -1.486], [0.216, -1.458, -0.577], [-0.874, -1.816, -1.254], [2.734, 1.393, 2.290], [-3.379, -4.579, -1.714], [2.395, 0.962, 1.020], [-1.462, -3.182, -1.102], [1.159, 0.382, 0.769], [-5.814, -4.050, -0.822], [-0.892, 0.216, -2.467], [0.587, 0.651, 3.097], [-4.717, -4.317, -1.218], [0.947, 2.577, -2.809], [0.780, -0.069, -0.620], [2.304, 1.893, -2.987], [-0.280, 0.875, -1.223], [0.264, 0.228, 1.822], [1.823, 1.236, 3.319], [-2.180, 0.837, -4.373], [-3.059, -0.388, -4.595], [-2.504, -1.301, -4.393], [-1.098, 0.954, -0.498], [0.881, 2.582, -0.656], [-3.399, -0.406, -5.627], [3.697, 1.843, 2.480], [-0.100, -0.029, -3.202], [2.938, 2.095, -2.111], [3.110, 1.075, 0.218], [2.193, 0.812, -3.099], [-2.718, 1.742, -4.666], [-2.992, -2.572, -2.291], [-0.694, -0.239, 1.644], [-3.444, -5.057, -2.701], [-1.265, 0.754, -4.979], [-0.640, 2.961, -1.463], [-2.846, -5.245, -1.027], [1.115, 3.658, -2.863], [0.684, -2.187, 0.064], [-3.923, -0.347, -3.937], [1.681, -0.063, -1.241], [-6.779, -3.845, -0.465], [0.301, 2.313, -3.646], [-0.110, 0.527, 3.911], [3.052, 3.263, -4.151]], "mulliken_charge": [-0.20, -0.71, -0.48, -0.56, -0.40, -0.02, -1.22, -1.21, 0.19, -0.69, -0.97, -0.06, 0.01, -0.13, 0.22, -0.61, -0.81, -0.43, -0.47, 1.43, -0.28, 0.50, -0.24, 0.01, -0.37, -1.04, 0.19, 0.34, 0.49, 0.45, 0.44, 0.46, 0.16, 0.35, 0.18, 0.39, 0.21, 0.41, 0.32, 0.32, 0.36, 0.36, 0.67, 0.52, 0.26, 0.40, 0.41, 0.08, 0.42, 0.35]}